(1)
Computed, not measured: a 2-piece molecular cluster, CH7NOS2 overall in a non-equilibrium geometry, with ωB97M-V/def2-TZVPD.

Values from the calculation:
HOMO	-9.13	eV
F_max	2.1	eV/A
SMILES	NCO.SS

ORCA input file:
```
! wB97M-V def2-TZVPD RIJCOSX def2/J DEFGRID3
* xyz 0 1
S 1.883 0.083 2.750
H -0.231 0.460 -1.917
H 4.366 0.699 2.557
H -1.729 -1.136 -0.185
S 3.377 1.607 2.703
H 2.086 -0.176 1.437
N -0.470 -0.474 -1.616
O -2.373 0.740 -1.118
H -2.983 0.721 -0.389
H -2.452 -1.033 -1.898
H 0.343 -0.885 -1.196
C -1.817 -0.606 -1.129
*
```

***

(2)
Computed, not measured: one molecule with the formula C18H28O4S2 in a non-equilibrium geometry, with ωB97M-V/def2-TZVPD.

Values from the calculation:
HOMO	-8.40	eV
F_max	2.2	eV/A

ORCA input file:
```
! wB97M-V def2-TZVPD RIJCOSX def2/J DEFGRID3
* xyz 0 1
H -6.162 -2.633 -0.103
H 4.628 -0.874 2.286
H -4.104 -6.348 -0.565
C -0.697 0.888 0.280
H -1.509 6.321 -0.901
C -1.060 5.783 -0.070
H -1.858 5.420 0.574
C -5.264 -4.560 -0.356
C -2.875 -4.641 -0.187
O 1.614 1.406 1.775
H -4.006 -1.480 0.253
H -1.941 -5.181 -0.207
S 1.756 0.048 2.334
C -4.035 -2.543 0.073
H 5.245 1.044 -0.816
C -4.082 -5.283 -0.386
O -0.476 -3.214 0.263
C 4.257 -0.439 1.354
C -2.845 -3.267 0.043
H 0.569 2.864 -2.602
C 0.153 -0.812 1.978
H 2.670 -1.927 1.299
C -1.528 -2.621 0.249
H 0.330 -1.874 2.136
S 0.780 1.681 -0.555
C 2.812 -0.862 1.136
C -0.397 -0.566 0.580
H 0.247 4.109 0.270
C 5.156 -0.862 0.189
O 1.446 0.563 -1.244
H 3.923 0.021 -1.365
H 0.306 -0.950 -0.174
H -1.842 3.233 -0.749
C -0.192 2.491 -1.917
H 6.200 -0.801 0.508
H -0.772 1.726 -2.428
H 5.576 -0.338 -1.862
H 0.594 5.009 -1.204
H 4.291 0.648 1.453
H 2.480 -0.571 0.142
H 4.947 -1.903 -0.065
O -1.628 -1.296 0.425
C 4.960 0.019 -1.040
C -5.238 -3.193 -0.126
H -0.558 -0.450 2.723
H -1.520 4.147 -2.219
C -0.211 4.622 -0.576
H -6.207 -5.062 -0.511
C -1.044 3.626 -1.382
H -0.451 6.479 0.501
H -0.887 1.467 1.179
H -1.551 0.935 -0.391
*
```

***

(3)
Computed, not measured: a 2-piece molecular cluster, C9H14O overall in a non-equilibrium geometry, with ωB97M-V/def2-TZVPD.

Values from the calculation:
HOMO	-9.06	eV
F_max	2.2	eV/A
SMILES	Cc1ccccc1.CCO

ORCA input file:
```
! wB97M-V def2-TZVPD RIJCOSX def2/J DEFGRID3
* xyz 0 1
H 0.059 -1.899 1.634
C -2.399 -0.563 -1.651
H 2.110 0.770 -1.280
H 0.419 -0.954 -1.197
C 0.078 0.065 -1.358
O 2.051 -2.393 1.617
C 0.686 2.369 -0.999
C -1.272 0.402 -1.513
H 1.745 -3.137 1.117
H -0.224 -1.422 3.972
H -2.629 2.067 -1.256
H -2.072 -1.521 -2.061
H 0.737 -2.931 3.916
H -0.895 3.763 -0.961
H -2.836 -0.815 -0.681
C -1.592 1.753 -1.341
H -3.194 -0.174 -2.284
C 0.969 -1.698 2.207
H 1.630 -1.536 4.234
C 0.730 -1.861 3.712
C -0.635 2.714 -1.039
H 1.475 3.079 -0.791
H 1.169 -0.641 1.998
C 1.067 1.036 -1.178
*
```

***

(4)
Computed, not measured: an isolated ion of composition C5H12N2O and charge +1 in a non-equilibrium geometry, with ωB97M-V/def2-TZVPD.

Values from the calculation:
HOMO (spin up / spin down)	-14.09 / -14.04	eV
F_max	5.6	eV/A

ORCA input file:
```
! wB97M-V def2-TZVPD RIJCOSX def2/J DEFGRID3
* xyz 1 2
H -0.783 -0.625 2.810
C 0.074 -1.031 2.291
H 2.689 -0.208 -1.206
H -1.532 1.670 -2.692
C 0.327 -0.099 1.040
H 0.910 -0.996 2.881
N 1.562 -0.429 0.350
H 0.466 0.931 1.442
H 1.891 -1.304 0.246
C 2.131 0.400 -0.533
H -2.781 0.746 -1.713
H -0.615 -1.135 -0.540
H -0.231 -1.958 2.071
H 0.019 1.257 -1.011
C -1.618 0.811 -2.055
H -1.356 -0.141 -2.577
N -0.883 0.988 -0.762
C -0.777 -0.206 -0.038
O 2.250 1.627 -0.570
H -1.744 -0.297 0.567
*
```

***

(5)
Computed, not measured: one molecule with the formula C3H2 in a non-equilibrium geometry, with ωB97M-V/def2-TZVPD.

Values from the calculation:
HOMO (spin up / spin down)	-8.77 / -8.95	eV
F_max	9.3	eV/A

ORCA input file:
```
! wB97M-V def2-TZVPD RIJCOSX def2/J DEFGRID3
* xyz 0 1
C -0.352 0.064 -0.018
H 0.336 0.902 0.024
H 0.111 -0.915 -0.022
C -1.633 0.181 -0.010
C -3.344 -0.090 0.007
*
```

***

(6)
Computed, not measured: a 2-piece molecular cluster, C21H29BN2 overall in a non-equilibrium geometry, with ωB97M-V/def2-TZVPD.

Values from the calculation:
HOMO	-7.51	eV
F_max	1.4	eV/A

ORCA input file:
```
! wB97M-V def2-TZVPD RIJCOSX def2/J DEFGRID3
* xyz 0 1
C -1.505 -1.655 -2.015
C -0.584 -0.908 -1.311
H 3.286 -2.786 4.451
H 3.337 2.546 3.807
H -5.850 0.558 -4.097
N 3.152 -0.712 4.067
H 2.045 2.515 1.031
H -4.254 0.562 -4.846
C -1.980 1.064 -1.593
H -0.161 2.327 -0.144
H -4.515 -3.706 -3.345
C 1.875 1.515 1.440
C -2.704 -1.070 -2.512
H 1.665 -2.073 4.679
H 2.659 2.961 -2.398
C -3.516 -3.248 -3.334
C 3.775 1.869 3.060
C 4.329 -0.074 4.603
C -4.205 0.940 -2.733
C -0.831 0.467 -1.010
B 1.449 2.914 -2.112
H -4.024 1.997 -2.954
H 1.230 1.790 -1.492
H 1.267 -2.080 2.778
C 2.739 -1.893 4.799
H -3.029 -3.481 -4.297
H 5.529 0.617 2.976
C 0.838 0.725 0.870
H 4.219 2.505 2.288
H 5.495 1.689 4.373
H 0.344 -1.383 -0.981
H 0.750 2.920 -3.119
H 4.103 0.290 5.620
H -4.768 -1.687 -4.889
C -4.809 0.253 -3.956
H -5.693 -1.637 -3.407
H 2.951 -1.755 5.870
H -2.934 -3.698 -2.525
H 1.058 3.838 -1.374
C 0.034 1.248 -0.184
C -4.771 -1.262 -3.874
C 1.436 -1.069 2.404
N -3.645 -1.815 -3.164
C 0.620 -0.575 1.413
H -2.129 2.143 -1.464
H -0.209 -1.185 1.056
H -1.321 -2.720 -2.169
C -2.923 0.324 -2.281
H 5.100 -0.848 4.739
C 2.693 1.038 2.452
H -4.943 0.918 -1.916
C 2.455 -0.267 2.983
C 4.873 1.051 3.738
*
```

***

(7)
Computed, not measured: an isolated ion of composition C4H10N2O2 and charge +1 in a non-equilibrium geometry, with ωB97M-V/def2-TZVPD.

Values from the calculation:
HOMO (spin up / spin down)	-14.92 / -14.88	eV
F_max	1.8	eV/A

ORCA input file:
```
! wB97M-V def2-TZVPD RIJCOSX def2/J DEFGRID3
* xyz 1 2
H -0.616 1.697 -1.144
H -1.382 1.375 2.346
C 0.771 -0.187 0.253
H 0.467 -1.017 -1.697
N -0.628 1.298 1.679
H 2.521 -0.936 1.016
O -0.793 -0.946 1.927
H -1.446 0.649 -2.169
H -0.142 2.089 1.294
C -0.293 0.029 1.445
O -1.303 -1.142 -0.800
C -0.438 0.833 -1.793
H 1.371 -2.102 0.787
C -0.116 -0.455 -1.028
H 1.316 0.733 0.082
N 1.681 -1.184 0.495
H -1.219 -1.814 -0.111
H 0.249 1.081 -2.583
*
```

***

(8)
Computed, not measured: C19H21AlIN3O8S2 as an isolated structure, with ωB97M-V/def2-TZVPD.

Values from the calculation:
HOMO	-2.29	eV
F_max	0.1	eV/A

ORCA input file:
```
! wB97M-V def2-TZVPD RIJCOSX def2/J DEFGRID3
* xyz -2 1
C -1.147 1.058 -2.843
H 2.945 3.379 2.696
H -5.297 -3.280 1.811
H 4.204 0.552 -3.312
C 2.071 2.843 2.312
C -3.151 -2.902 1.731
H -4.482 -0.461 2.925
C -2.038 0.892 2.674
N 3.177 -1.457 -2.040
C -3.749 -4.291 -0.218
H -4.213 -4.999 0.472
C 3.312 0.665 2.406
C -2.793 -0.132 1.827
H -4.676 -0.515 1.291
Al -1.103 -0.554 -0.486
C 0.353 0.876 -2.956
H 1.487 3.519 1.686
C 3.386 2.055 0.325
S -1.437 -2.858 -0.473
C -4.402 -3.400 2.430
H 2.705 0.334 3.250
C -2.843 -3.303 0.484
H -3.184 -4.842 -0.968
H 1.441 2.547 3.153
O 2.710 -2.571 -2.117
O 4.408 2.555 -4.641
H -0.966 0.757 2.571
O -1.740 0.456 -1.868
C 0.995 -0.269 -2.372
O -1.717 1.753 -3.672
H -4.549 -3.758 -0.741
O -2.553 -0.103 0.523
O 2.593 3.660 -4.975
C 1.066 1.814 -3.653
H -4.332 -4.464 2.689
H 2.819 2.697 -0.351
H 4.203 1.173 2.790
H 3.624 -0.216 1.845
C 0.342 0.360 0.535
O 4.278 -1.207 -1.556
O 0.369 -1.137 -1.701
C 2.413 -0.339 -2.580
C 1.320 0.916 0.991
H 3.733 1.189 -0.240
H 4.259 2.609 0.688
N 3.196 2.702 -4.511
N -4.225 -0.018 2.052
H -4.559 -2.852 3.358
H 0.532 2.640 -4.100
S -2.129 -1.779 2.631
C 2.454 1.705 -3.786
C 2.509 1.613 1.506
I -2.400 2.902 2.028
H -2.353 0.854 3.713
C 3.131 0.631 -3.232
*
```

***

These records have energy above the lowest of the compared OMol25 structures with the same formula, charge and spin values of 18.2; 6.7; 18.5; 54.7; 68.5; 19.6; 32.0; 25.9 kcal/mol, in the order they appear.